Entry 1:
A molecular structure, C27H63BrF3N17O29PS at a distorted geometry. Source: the Open Molecules 2025 dataset; level of theory: ωB97M-V/def2-TZVPD.

Atoms and positions in Å:
1 Br 5.41472 -3.31966 3.61864
2 S 2.01160 0.69591 3.55641
3 P 3.79779 -1.87390 4.10903
4 F 4.13133 -2.41072 -1.92200
5 F 2.67124 -3.89851 -1.18966
6 F 4.64321 -3.72862 -0.25888
7 O -1.94062 6.79440 0.02069
8 O -3.48974 5.44646 -4.06766
9 O 8.52942 -0.83098 8.08685
10 O -5.04084 5.98543 0.48028
11 O -9.01443 1.20462 -2.96026
12 O -5.39287 5.24047 -5.05684
13 O -5.24793 8.09984 0.12712
14 O -1.11572 0.61597 7.91180
15 O -0.53966 0.21018 -10.68025
16 O 0.73783 -3.14566 3.95089
17 O -8.23403 0.59433 -1.04558
18 O -4.21004 -1.57111 -0.76778
19 O -2.79293 7.67463 -1.73450
20 O -1.57389 2.13124 -1.00176
21 O -0.88308 -4.58238 4.03214
22 O 1.84755 1.82059 -6.20691
23 O -1.85025 -2.82548 -4.33919
24 O 0.04932 -1.14203 7.47357
25 O -3.45427 2.24302 -2.03537
26 O 11.44574 -2.28008 4.92400
27 O 1.78225 1.55692 -4.07082
28 O -2.71130 -9.43373 0.87734
29 O -3.70167 -2.76467 -5.44076
30 O -3.73410 -1.21046 1.30142
31 O -1.74616 -7.52683 0.58588
32 O 9.79599 -1.87933 3.59977
33 O 6.88580 -0.44714 6.74456
34 O -0.84409 2.34082 -10.51885
35 O 2.59883 -2.80215 4.67156
36 N -1.73203 -8.72666 0.78584
37 N 3.53414 -2.33178 1.37842
38 N 2.34326 1.49902 -5.15115
39 N 7.86153 -1.07933 7.10788
40 N -0.00707 -3.92621 4.54692
41 N -2.87525 -2.27799 -4.70343
42 N -0.06430 0.03237 7.78086
43 N -2.59251 2.72007 -1.33493
44 N -4.51896 -1.31796 0.38170
45 N -8.13290 1.13398 -2.13375
46 N 2.04515 2.24955 0.15808
47 N 3.11750 -2.04206 0.13336
48 N -1.85760 7.45417 -1.00097
49 N -5.05403 7.14298 0.84640
50 N -4.55947 5.88253 -4.45779
51 N 10.77296 -2.52048 3.94671
52 N -0.68347 1.23483 -10.04640
53 C -0.65759 1.14218 -8.56029
54 C -1.30133 -4.55563 0.99333
55 C -0.40899 -9.39393 0.93376
56 C -5.96128 -1.11137 0.68167
57 C -3.14677 -0.90218 -4.19794
58 C 3.65538 -3.05592 -0.84429
59 C 11.15247 -3.68391 3.09923
60 C -4.81223 7.42030 2.28806
61 C 1.92608 -0.05466 0.83015
62 C 3.16641 -1.51477 2.36598
63 C 1.19402 0.79154 8.02251
64 C -0.53087 7.99906 -1.39444
65 C 1.50057 3.11512 -0.88923
66 C 1.89684 -0.76363 -1.62441
67 C 3.74591 0.99858 -5.16331
68 C -6.82470 1.75062 -2.49641
69 C -2.78190 4.11907 -0.85602
70 C -1.80723 -3.96269 -0.33075
71 C 1.10558 1.17967 0.50637
72 C -0.00095 -2.33489 -0.97277
73 C 0.88984 -1.82991 -2.10820
74 C 8.24061 -2.24686 6.26880
75 C 0.16985 -4.07581 6.01869
76 C 2.36160 -0.33307 2.15401
77 C 2.32277 -0.97444 -0.20507
78 C -4.87002 7.31060 -4.17009
79 C -0.64429 -3.67689 -1.29509
80 H -0.92480 -3.77549 -2.33890
81 H 0.67574 0.60008 3.46972
82 H -2.87164 4.74974 -1.73770
83 H -0.63048 9.07871 -1.45339
84 H 7.38975 -2.92246 6.26229
85 H -0.29087 7.58367 -2.36894
86 H -6.24466 -1.83262 1.44252
87 H -0.79079 -1.59213 -0.81114
88 H -5.68740 7.93840 2.66816
89 H -5.77312 7.33082 -3.56775
90 H -6.47171 1.25627 -3.39594
91 H 0.19425 7.70707 -0.64431
92 H 8.45021 -1.87709 5.26964
93 H -3.69616 4.15281 -0.27216
94 H 4.33094 1.65982 -4.53091
95 H -0.59237 -3.89561 1.49976
96 H 0.00690 -3.11811 6.51223
97 H -6.07078 -0.09831 1.05663
98 H 1.18307 -4.42815 6.19392
99 H -0.33952 -10.14866 0.15646
100 H 9.11502 -2.71767 6.70383
101 H -1.92403 4.38623 -0.25577
102 H 3.73340 -0.00960 -4.75949
103 H 2.01640 -3.23642 4.01087
104 H -4.02695 7.72734 -3.63672
105 H 1.41887 -2.62210 -2.64428
106 H -3.23057 -0.24874 -5.06128
107 H -4.08537 -0.94084 -3.65335
108 H -2.33399 -3.02678 -0.12818
109 H -7.00605 2.80425 -2.68891
110 H 0.15819 1.76649 -8.20985
111 H 1.43613 2.55999 -1.82664
112 H -3.93424 8.05594 2.34975
113 H 0.41981 1.04086 -0.32758
114 H 1.42828 0.21139 -1.74135
115 H 2.19301 3.94357 -1.07451
116 H -2.15416 -4.67225 1.66925
117 H 0.92893 1.80709 8.29184
118 H 1.72458 0.29265 8.82780
119 H 11.35373 -3.30490 2.10197
120 H -6.52961 -1.25392 -0.22831
121 H -5.02941 7.81437 -5.11886
122 H 0.51528 1.42800 1.38913
123 H 10.30641 -4.36445 3.08591
124 H 0.36515 -8.64302 0.82982
125 H -4.65693 6.47637 2.79611
126 H 2.76899 -0.71738 -2.28245
127 H 0.52759 3.54453 -0.62929
128 H 0.55927 -2.51284 -0.04766
129 H 0.24355 -1.36827 -2.86175
130 H 2.30485 2.79409 0.97214
131 H 4.10146 1.00937 -6.18651
132 H -0.50646 0.10417 -8.28702
133 H -1.60982 1.51540 -8.19556
134 H 1.77495 0.75465 7.10772
135 H -0.38855 -9.85563 1.91614
136 H -0.56291 -4.80304 6.34660
137 H -6.13775 1.60900 -1.67085
138 H 12.03002 -4.14726 3.53374
139 H -2.33034 -0.60274 -3.55140
140 H -0.85969 -5.53650 0.86425
141 H 0.12730 -4.43117 -1.08714
142 H -2.50460 -4.67148 -0.78984

## Properties
total charge = +1
orbital gap = 7.16 eV
E_LUMO = -4.4 eV
multiplicity = 1

Mulliken population analysis, charges in e, atoms 1 to 5: atom 1 (Br): -0.276, atom 2 (S): -0.232, atom 3 (P): 0.292, atom 4 (F): -0.244, atom 5 (F): -0.181

Entry 2:
3 unconnected molecules or ions with the total composition C16H27N4S3 at a distorted geometry. Source: the Open Molecules 2025 dataset; level of theory: ωB97M-V/def2-TZVPD.

Atoms and positions in Å:
1 S -0.72360 3.05010 -0.02098
2 S -1.55830 1.25239 2.17029
3 S 0.09705 -1.66566 -0.01545
4 N -0.45594 -4.51057 -0.93417
5 N 3.69109 3.42706 -0.00567
6 N -2.21861 0.82964 -0.34796
7 N -3.31129 -0.87324 -1.21914
8 C -1.56350 -4.47519 -1.24750
9 C 0.94954 2.34100 -0.23685
10 C -3.91867 -4.95459 -0.63250
11 C 0.77655 -2.46976 -1.46181
12 C 4.18051 3.58864 1.02258
13 C -2.33709 1.07723 -1.71377
14 C -2.95905 -4.33001 -1.65349
15 C -1.57894 1.62283 0.59851
16 C -3.71598 -6.45664 -0.46841
17 C -2.86039 -0.37056 -0.11123
18 C 4.11508 6.25557 2.39943
19 C 4.78695 3.79712 2.33581
20 C 1.01431 -0.15276 0.28796
21 C 4.06563 4.90849 3.11098
22 C -3.01518 0.01344 -2.21543
23 C 0.97100 0.92314 -0.82087
24 H -2.71928 -6.68661 -0.08872
25 H -3.13824 -3.26083 -1.75151
26 H 4.52925 4.99821 4.09355
27 H 2.04525 -0.40337 0.49910
28 H -3.09650 -4.78931 -2.63352
29 H -2.94169 -0.80636 0.86324
30 H -1.97224 1.93179 -2.23770
31 H 1.48026 2.99521 -0.90793
32 H 1.85391 -2.38380 -1.47431
33 H 0.16175 0.76030 -1.52265
34 H 0.32882 -2.09132 -2.36748
35 H -3.84709 -6.97693 -1.41830
36 H 0.59579 0.25546 1.19933
37 H 5.83765 4.05096 2.19048
38 H -4.94034 -4.75776 -0.95755
39 H 0.50125 -3.51206 -1.36003
40 H -4.43660 -6.86352 0.23920
41 H 3.62136 7.01990 2.99735
42 H -3.27178 -0.09906 -3.25034
43 H 5.14480 6.57364 2.23076
44 H -3.79027 -4.46320 0.33389
45 H 1.44133 2.36214 0.72311
46 H 4.74330 2.85584 2.88440
47 H -1.09641 -1.21093 -0.44260
48 H 1.90122 0.83609 -1.37053
49 H 3.60830 6.21695 1.43413
50 H 3.02509 4.62090 3.27432

## Properties
total charge = +1
orbital gap = 7.65 eV
E_LUMO = -4.2 eV
multiplicity = 1

Mulliken population analysis, charges in e, atoms 1 to 5: atom 1 (S): -0.160, atom 2 (S): -0.130, atom 3 (S): 0.107, atom 4 (N): -0.576, atom 5 (N): -0.492

Entry 3:
A molecular structure, C13H19Br18N2 at a distorted geometry. Source: the Open Molecules 2025 dataset; level of theory: ωB97M-V/def2-TZVPD.

Atoms and positions in Å:
1 Br 2.73144 6.46416 -0.12677
2 Br -0.02519 1.71929 0.52188
3 Br 1.83856 0.83326 4.09887
4 Br -2.24155 -7.18631 0.11609
5 Br -1.80055 -4.00177 0.33713
6 Br -4.51605 -5.16698 -0.94863
7 Br 1.05516 -7.74574 2.08462
8 Br 2.81989 3.15025 6.11212
9 Br 4.02808 3.53785 0.24754
10 Br 4.73371 5.89159 2.33244
11 Br -1.32184 4.64560 0.14757
12 Br 5.45895 0.66873 -4.04610
13 Br 1.89496 -4.64527 2.34273
14 Br 0.68044 4.07303 2.60677
15 Br 3.49521 3.12181 -4.76080
16 Br 0.46268 1.13887 6.99684
17 Br 2.81645 1.18580 -2.27565
18 Br 1.07796 -6.31768 4.97335
19 N 0.83302 -0.25276 0.16934
20 N -1.29696 -0.16564 -1.03980
21 C -2.78638 -0.05229 -1.28069
22 C 2.09230 1.35293 5.95619
23 C -3.09499 -5.45378 0.34860
24 C -2.66568 1.42476 -3.50403
25 C 1.26523 -0.44816 -1.26725
26 C 4.27205 5.45198 0.49460
27 C -0.67813 -0.10902 0.36923
28 C -0.17652 -0.38254 -2.05587
29 C -3.15255 -0.04121 -2.87879
30 C 3.62591 1.31987 -4.03941
31 C 0.21877 3.63342 0.76893
32 C -3.65548 -1.15383 -0.42620
33 C 0.80032 -6.08332 3.06232
34 H 1.06888 3.93042 0.14593
35 H -4.75407 -0.69979 -0.32879
36 H -0.30930 -0.47197 -3.21584
37 H -3.56216 -5.45783 1.33893
38 H -1.75149 1.17592 -4.21629
39 H -3.53154 2.00537 -4.03553
40 H 5.12215 5.74897 -0.12841
41 H -4.33529 -0.04582 -2.97222
42 H -3.10873 1.01734 -0.86040
43 H 2.83493 0.66942 6.38085
44 H -3.72175 -2.21482 -0.91555
45 H -0.24530 -5.78867 2.92490
46 H 2.31347 -0.57915 -1.77087
47 H -1.24587 0.04866 1.40226
48 H -2.71127 -0.93001 -3.49898
49 H 3.05212 0.66662 -4.70503
50 H 1.60515 -0.23302 0.89515
51 H -3.28471 -1.27572 0.70164
52 H -2.22446 2.02716 -2.57892

## Properties
total charge = +1
orbital gap = 6.97 eV
E_LUMO = -4.3 eV
multiplicity = 1

Mulliken population analysis, charges in e, atoms 1 to 5: atom 1 (Br): -0.014, atom 2 (Br): 0.324, atom 3 (Br): 0.027, atom 4 (Br): 0.004, atom 5 (Br): 0.032

Entry 4:
A molecular structure, C26H21IrO6 at a distorted geometry. Source: the Open Molecules 2025 dataset; level of theory: ωB97M-V/def2-TZVPD.

Atoms and positions in Å:
1 Ir -0.17996 0.14595 -0.18362
2 O -0.05328 -1.34594 -1.61421
3 O 0.32526 -3.44060 -2.17142
4 O 0.64838 0.60019 2.14612
5 O -1.10300 -5.26592 -1.46887
6 O 1.64413 -1.82027 0.49578
7 O 1.52696 -0.17236 4.14805
8 C -0.41860 2.31261 -0.48428
9 C -3.07096 -2.88882 1.13064
10 C 4.39138 -1.28786 0.91932
11 C -3.42950 -4.24799 1.01713
12 C 1.50636 -3.32830 2.29372
13 C 4.16556 -1.92893 3.22587
14 C -1.54210 1.24604 -2.18280
15 C -1.68654 1.87344 0.02241
16 C 0.21554 -5.61783 3.28385
17 C 2.20454 -2.17669 1.70758
18 C -2.78160 -5.04722 0.12834
19 C -1.73534 -4.49063 -0.68394
20 C 6.26191 -1.07011 2.41319
21 C 5.48124 -1.57048 3.44726
22 C -0.33700 1.89688 -1.85089
23 C -0.28420 -2.57922 -1.50838
24 C -2.05983 -2.33298 0.31513
25 C 5.70988 -0.93608 1.14795
26 C 0.70858 -4.65753 4.15368
27 C 1.34966 -3.52636 3.66910
28 C 1.10776 0.17676 3.13216
29 C 3.58204 -1.79375 1.95367
30 C -1.38772 -3.08559 -0.59919
31 C -2.36877 1.22479 -1.04073
32 C 0.99617 -4.30498 1.42308
33 C 0.36785 -5.43774 1.91448
34 H 7.29285 -0.79502 2.59011
35 H -2.09712 2.11888 0.98896
36 H -0.36008 -4.64844 -1.93448
37 H 1.15293 -4.19688 0.35845
38 H -3.01832 -6.09639 0.01370
39 H 0.59371 -4.78516 5.22211
40 H 0.27537 2.96540 0.02126
41 H 6.31132 -0.56608 0.32824
42 H 1.68756 -2.78008 4.37381
43 H -1.77069 -1.28114 0.42984
44 H 2.31916 -1.52897 -0.13066
45 H 3.58515 -2.30619 4.05287
46 H 4.03852 -1.19722 -0.10262
47 H 5.90139 -1.68166 4.43812
48 H -3.57576 -2.26309 1.85455
49 H 0.01773 -6.19651 1.22400
50 H -3.35879 0.79976 -0.97842
51 H -0.27199 -6.50366 3.66938
52 H -4.21313 -4.65679 1.63986
53 H 0.48803 2.09601 -2.51525
54 H -1.76988 0.79192 -3.13432

## Properties
total charge = +1
orbital gap (alpha / beta) = 6.35 / 5.14 eV
E_LUMO (alpha / beta) = -3.2 / -6.6 eV
multiplicity = 6

Mulliken population analysis, charges in e, atoms 1 to 5: atom 1 (Ir): 1.277, atom 2 (O): -0.790, atom 3 (O): -0.756, atom 4 (O): -0.484, atom 5 (O): -0.536